Formula: C12H10ClCuF5
Source: the OMol25 dataset
Level of theory: ωB97M-V/def2-TZVPD

Output
Charge = -2
⟨S²⟩ = 0.7833
2S+1 = 2
E_HOMO (spin up / spin down) = 0.74 / 0.77 eV
Kohn-Sham gap (spin up / spin down) = 5.0 / 4.6 eV

Positions of all 29 atoms, in Å:
C: -2.06 -1.23 -0.24
C: -1.55 -1.39 -1.57
C: -1.36 -0.12 -2.13
H: -1.30 -2.34 -2.04
C: -1.63 0.87 -1.15
C: -2.17 0.21 0.01
H: -2.74 0.66 0.82
H: -2.48 -2.00 0.39
H: -1.08 0.08 -3.17
H: -1.53 1.96 -1.27
Cu: -0.55 -0.52 1.02
Cl: 0.33 -2.54 0.94
C: 2.43 -0.14 -0.05
C: 2.11 1.09 -0.69
C: 1.71 0.81 -2.02
H: 2.17 2.08 -0.23
C: 1.85 -0.61 -2.23
C: 2.27 -1.19 -1.01
H: 2.42 -2.25 -0.83
H: 2.79 -0.27 0.97
H: 1.38 1.53 -2.76
H: 1.63 -1.14 -3.15
F: -0.70 2.36 1.70
C: -0.05 1.20 2.05
F: 1.25 1.55 2.32
C: -0.65 0.51 3.28
F: -0.98 1.40 4.24
F: -1.79 -0.23 3.02
F: 0.28 -0.34 3.77

Formula: C40H37IrN5P2STe
Source: the OMol25 dataset
Level of theory: ωB97M-V/def2-TZVPD

Output
Charge = +2
⟨S²⟩ = 0.7568
2S+1 = 2
E_HOMO (spin up / spin down) = -13.08 / -13.11 eV
Kohn-Sham gap (spin up / spin down) = 6.4 / 6.4 eV
ΔE to the lowest compared entry with this formula, charge and spin = 0.00 kcal/mol

Positions of all 87 atoms, in Å:
Ir: -1.42 1.13 0.87
C: -0.99 0.13 6.34
C: -1.80 -0.88 5.55
N: -2.81 -0.26 4.69
C: -2.60 0.27 3.48
S: -0.98 0.08 2.77
N: -3.60 0.88 2.90
N: -3.28 1.37 1.67
C: -4.17 2.00 0.97
C: -5.56 2.27 1.44
C: -3.70 2.43 -0.35
C: -4.53 3.11 -1.24
C: -4.04 3.47 -2.48
C: -2.73 3.16 -2.82
C: -1.96 2.49 -1.89
N: -2.42 2.14 -0.68
H: -0.27 -0.38 6.98
H: -1.64 0.74 6.98
H: -0.45 0.80 5.67
H: -2.34 -1.56 6.21
H: -1.15 -1.49 4.92
H: -3.72 -0.07 5.08
H: -5.71 1.87 2.43
H: -6.29 1.81 0.76
H: -5.75 3.34 1.45
H: -5.54 3.34 -0.95
H: -4.68 4.00 -3.18
H: -2.31 3.43 -3.78
H: -0.92 2.25 -2.10
Te: 1.29 0.51 -3.37
C: 3.37 0.33 -3.15
C: 3.97 -0.60 -2.31
C: 5.35 -0.64 -2.26
N: 6.14 0.13 -2.99
C: 5.56 1.00 -3.81
C: 4.18 1.15 -3.93
C: 0.68 -0.23 -1.48
P: 0.69 0.80 0.06
C: 1.82 -0.08 1.18
C: 2.24 -1.40 1.06
C: 3.06 -1.98 2.02
C: 3.47 -1.24 3.11
C: 3.06 0.08 3.25
C: 2.24 0.65 2.30
C: 1.61 2.29 -0.36
C: 2.99 2.24 -0.57
C: 3.69 3.40 -0.90
C: 3.01 4.61 -1.01
C: 1.65 4.67 -0.77
C: 0.95 3.51 -0.44
P: -0.05 -1.69 -1.52
C: -1.20 -2.20 -0.26
C: -2.50 -1.69 -0.29
C: -3.42 -2.11 0.65
C: -3.04 -3.02 1.63
C: -1.75 -3.53 1.66
C: -0.83 -3.14 0.71
C: 0.21 -2.95 -2.73
C: -0.83 -3.86 -2.93
C: -0.65 -4.89 -3.84
C: 0.56 -5.02 -4.52
C: 1.60 -4.12 -4.29
C: 1.43 -3.08 -3.40
H: 3.38 -1.24 -1.66
H: 5.85 -1.34 -1.59
H: 6.22 1.62 -4.41
H: 3.78 1.89 -4.60
H: 1.95 -2.00 0.20
H: 3.38 -3.01 1.90
H: 4.11 -1.69 3.86
H: 3.38 0.66 4.11
H: 1.92 1.68 2.41
H: 3.53 1.31 -0.45
H: 4.76 3.35 -1.06
H: 3.56 5.51 -1.26
H: 1.13 5.62 -0.81
H: -0.11 3.57 -0.21
H: -2.78 -0.98 -1.06
H: -4.43 -1.72 0.62
H: -3.77 -3.34 2.37
H: -1.47 -4.25 2.42
H: 0.17 -3.56 0.72
H: -1.76 -3.77 -2.39
H: -1.45 -5.60 -4.02
H: 0.69 -5.83 -5.22
H: 2.54 -4.25 -4.81
H: 2.24 -2.39 -3.22

Formula: C18H20N4O
Source: the OMol25 dataset
Level of theory: ωB97M-V/def2-TZVPD

Output
E_HOMO = -7.30 eV
Kohn-Sham gap = 7.9 eV
ΔE to the lowest compared entry with this formula, charge and spin = 44.72 kcal/mol

Positions of all 43 atoms, in Å:
C: -5.74 -1.59 0.21
O: -5.01 -1.04 -0.85
C: -3.84 -0.38 -0.57
C: -3.29 -0.23 0.70
C: -2.10 0.45 0.87
C: -1.42 1.02 -0.20
N: -0.22 1.67 -0.03
C: 0.12 2.40 1.16
C: 1.52 1.95 1.65
N: 2.30 1.42 0.56
C: 2.39 0.03 0.38
C: 1.50 -0.88 0.94
C: 1.66 -2.24 0.76
C: 2.71 -2.76 0.01
N: 2.90 -4.12 -0.10
C: 3.61 -1.87 -0.56
C: 3.46 -0.49 -0.37
C: 4.45 0.34 -0.95
N: 5.28 0.97 -1.43
C: 2.08 2.21 -0.64
C: 0.64 1.99 -1.15
C: -1.99 0.86 -1.48
C: -3.17 0.17 -1.65
H: -5.16 -2.37 0.73
H: -6.05 -0.83 0.93
H: -6.62 -2.05 -0.23
H: -3.78 -0.65 1.57
H: -1.71 0.53 1.87
H: 0.15 3.48 0.93
H: -0.63 2.25 1.93
H: 1.44 1.20 2.44
H: 2.06 2.81 2.06
H: 0.65 -0.53 1.50
H: 0.94 -2.92 1.21
H: 2.09 -4.70 0.06
H: 3.49 -4.43 -0.85
H: 4.44 -2.23 -1.14
H: 2.80 1.95 -1.41
H: 2.24 3.26 -0.37
H: 0.30 2.88 -1.70
H: 0.63 1.13 -1.83
H: -1.51 1.29 -2.34
H: -3.59 0.06 -2.63